Formula: C18H40N3O10P3
Source: OMol25
Level of theory: ωB97M-V/def2-TZVPD

## Properties
**M**: 551.5 Da
**Strongest force on any atom**: 0.158 Eh/bohr
**HOMO-LUMO gap**: 7.554 eV
**LUMO**: -0.89 eV
**E_HOMO**: -8.44 eV
**SMILES**: N#C[C@H](CCN)[C@@H](C#N)P(O)O.CCOP(=O)(OCC)OCC.CCOP(=O)(OCC)OCC
**E_tot**: -2650.55691 Eh

CARTESIAN COORDINATES (ANGSTROEM)
N: -6.613 2.009 -3.796
C: -6.074 1.072 -3.476
C: -5.458 -0.251 -2.971
C: -3.905 -0.100 -3.138
C: -3.049 -0.708 -1.987
N: -3.729 -0.791 -0.687
C: -6.094 -1.367 -3.911
C: -5.812 -2.742 -3.335
N: -5.659 -3.807 -2.987
P: -8.008 -1.250 -3.982
O: -8.467 -0.108 -5.101
O: -8.565 -0.799 -2.464
H: -5.815 -0.358 -1.931
H: -3.634 -0.659 -4.066
H: -3.653 0.957 -3.372
H: -2.597 -1.690 -2.245
H: -2.168 -0.025 -1.856
H: -3.087 -1.100 0.038
H: -4.183 0.079 -0.426
H: -5.676 -1.258 -4.931
H: -8.887 0.661 -4.669
H: -8.009 -1.210 -1.779
O: 0.387 -2.512 -0.932
P: 1.361 -3.365 -0.153
O: 2.777 -2.605 -0.532
C: 3.049 -1.352 0.091
C: 3.324 -1.508 1.576
O: 1.433 -4.599 -1.249
C: 0.443 -4.789 -2.256
C: 0.883 -4.149 -3.558
O: 2.151 -4.319 0.973
C: 2.343 -5.733 0.855
C: 3.599 -6.049 0.069
H: 2.215 -0.663 -0.078
H: 3.930 -0.934 -0.400
H: 2.428 -1.846 2.107
H: 3.639 -0.559 2.013
H: 4.101 -2.254 1.749
H: -0.530 -4.419 -1.933
H: 0.335 -5.867 -2.402
H: 1.155 -3.101 -3.423
H: 0.094 -4.210 -4.309
H: 1.767 -4.658 -3.947
H: 1.461 -6.220 0.445
H: 2.461 -6.118 1.871
H: 3.611 -5.571 -0.909
H: 3.697 -7.127 -0.070
H: 4.481 -5.683 0.600
O: 3.248 2.287 3.247
P: 3.225 3.782 3.032
O: 2.313 4.247 4.327
C: 2.921 4.231 5.617
C: 3.982 5.308 5.757
O: 2.058 3.776 1.862
C: 1.716 2.602 1.134
C: 0.517 1.922 1.763
O: 3.570 5.382 2.677
C: 3.112 6.077 1.512
C: 1.740 6.678 1.740
H: 3.343 3.241 5.816
H: 2.127 4.403 6.344
H: 4.831 5.110 5.096
H: 4.353 5.353 6.782
H: 3.580 6.284 5.482
H: 2.567 1.925 1.047
H: 1.461 2.914 0.117
H: 0.669 1.733 2.826
H: 0.302 0.972 1.268
H: -0.365 2.560 1.678
H: 3.146 5.440 0.630
H: 3.823 6.887 1.332
H: 1.009 5.940 2.066
H: 1.375 7.147 0.824
H: 1.783 7.435 2.527